No. 1
61
Properties=species:S:1:pos:R:3:forces:R:3:mulliken_charge:R:1 method="wB97M-V/def2-TZVPD" homo_lumo_gap_ha=0.3265 molar_mass_g_mol=395.8 total_energy_ha=-1989.1343 total_charge=-1 lumo_energy_ev=1.6 de_lowest_kcal_mol=24.2
Cl 0.273303 -0.125266 -0.336470 -0.189 -0.128 0.185 -0.78
O -0.995347 -3.217706 -0.494610 -0.584 -0.501 -0.262 -0.58
H -0.354127 -2.508526 -0.540810 0.444 0.844 0.012 0.32
H -0.647117 -3.813236 0.168950 0.198 -0.237 0.204 0.24
O -0.747647 -1.041196 2.768130 0.525 -0.061 1.006 -0.23
H -1.679397 -0.844916 2.865740 -0.343 -0.289 -0.161 0.25
H -0.484617 -0.569826 1.977650 0.354 0.189 -0.948 0.04
O 2.308983 -2.499296 -1.744670 0.051 -0.514 0.182 -0.57
H 1.809183 -2.699106 -2.536190 0.023 0.005 -0.235 0.27
H 2.109013 -1.581646 -1.559830 -0.091 0.518 0.138 0.28
O 4.110813 1.679364 -3.404660 0.757 -0.111 -0.298 -0.65
H 3.306123 1.811134 -2.903310 -0.339 0.170 0.465 0.37
H 3.885933 1.006134 -4.046860 -0.083 -0.152 -0.204 0.31
O -0.067337 -0.143716 -4.096460 0.086 -0.370 -0.099 -0.64
H -0.477807 -0.385116 -3.266110 -0.173 0.115 0.647 0.24
H -0.499317 -0.696756 -4.747430 -0.252 -0.054 -0.297 0.29
O 2.318923 2.285954 -1.356450 -0.289 0.425 -0.633 -0.54
H 1.535163 1.859434 -1.010000 -0.338 -0.336 0.116 0.20
H 2.953523 2.239254 -0.641370 0.427 -0.120 0.178 0.29
O -3.741597 -3.042916 0.299900 -0.894 0.081 0.189 -0.61
H -2.944687 -3.098026 -0.227480 0.785 0.222 -0.085 0.36
H -3.737567 -3.843106 0.825170 0.026 -0.194 0.130 0.29
O 0.147453 2.565234 1.495020 0.184 -0.045 0.621 -0.43
H -0.756027 2.572634 1.811100 -0.427 -0.103 0.010 0.35
H 0.326063 1.645224 1.300320 0.066 -0.733 -0.476 -0.06
O -0.094057 -3.708326 3.233480 -0.004 -0.735 -0.046 -0.62
H 0.108403 -3.730326 4.168770 0.157 -0.042 0.196 0.31
H -0.318737 -2.794566 3.058010 -0.324 0.694 -0.148 0.34
O -2.435497 1.513124 2.174680 0.606 0.718 0.067 -0.60
H -2.656507 0.583674 2.115480 -0.295 -0.253 -0.064 0.16
H -2.203677 1.646614 3.093740 -0.077 0.081 0.371 0.38
O -2.894047 -2.751236 -2.740390 -0.122 0.211 -0.434 -0.64
H -2.163837 -2.976786 -2.164070 0.474 -0.140 0.299 0.36
H -3.594357 -3.352576 -2.487020 -0.226 -0.080 0.049 0.29
O 2.387183 -1.305126 -4.819050 0.523 -0.239 -0.221 -0.57
H 2.115673 -2.078946 -5.312730 0.064 -0.184 -0.168 0.28
H 1.616763 -1.066966 -4.303330 -0.399 0.486 0.210 0.32
O -3.443797 -0.883676 2.260720 -0.432 0.033 0.427 -0.74
H -3.805497 -1.651896 2.702580 -0.023 -0.231 0.060 0.26
H -3.770157 -0.947256 1.363130 -0.011 -0.402 -0.591 0.26
O 1.106353 2.389064 -4.207690 -0.005 0.356 -0.402 -0.63
H 1.339353 2.389434 -3.279280 0.141 0.248 0.395 0.28
H 0.738053 1.519194 -4.362340 -0.141 -0.203 0.012 0.41
O 1.225673 -0.484116 5.186300 0.055 -0.056 0.457 -0.65
H 0.470543 -0.482796 4.598080 -0.297 -0.093 -0.451 0.34
H 1.862133 0.090624 4.761050 0.185 0.062 -0.135 0.30
O 3.694313 1.331754 0.832540 0.103 0.117 0.105 -0.61
H 4.397373 0.829894 1.244960 0.199 -0.206 -0.057 0.28
H 3.046363 1.452224 1.526710 -0.246 0.030 0.172 0.26
O -0.974157 3.298044 -0.966610 -0.398 0.288 -0.415 -0.63
H -1.102077 2.487234 -1.458990 -0.010 -0.216 -0.154 0.29
H -0.543587 3.022074 -0.157490 0.286 -0.019 0.190 0.40
O 2.173003 -1.999946 1.676220 0.458 -0.108 0.348 -0.63
H 1.850173 -1.525496 0.910120 -0.181 0.321 -0.462 0.33
H 1.401533 -2.112226 2.231630 -0.095 -0.174 0.162 0.31
O 1.496673 4.708494 1.025600 0.665 0.930 -0.153 -0.65
H 1.496423 5.156284 1.871600 0.026 0.139 0.132 0.28
H 1.086003 3.862044 1.201980 -0.223 -0.304 -0.012 0.43
O -3.781867 3.701354 1.346330 -0.347 0.803 -0.115 -0.65
H -3.163937 2.975574 1.433750 0.110 -0.361 -0.070 0.45
H -4.618057 3.341564 1.642240 -0.122 -0.091 0.060 0.28

No. 2
7
Properties=species:S:1:pos:R:3:forces:R:3:mulliken_spin:R:1 method="wB97M-V/def2-TZVPD" homo_lumo_gap_ha="0.2315 / 0.2969" molar_mass_g_mol=81.6 total_energy_ha=-806.6680 s2=2.01 total_charge=0 lumo_energy_ev="0.6 / -3.0" de_lowest_kcal_mol=19.0 spin_multiplicity=3
N -0.424575 0.566937 -1.489445 3.272 1.844 -4.319 0.97
Si -1.192903 -0.260102 -0.365954 -1.097 -1.391 6.577 0.94
Cl -2.953659 -0.725088 -1.002293 -2.406 -0.931 -0.966 0.10
H 2.786524 0.292732 1.811464 -0.800 -0.446 -0.297 0.00
H 0.410767 1.122439 -1.481413 0.053 0.437 0.173 -0.02
H -0.772277 -0.928514 0.945979 0.187 0.044 -1.460 0.01
H 2.146120 -0.068402 1.581660 0.791 0.444 0.292 0.00

No. 3
12
Properties=species:S:1:pos:R:3:forces:R:3:mulliken_spin:R:1 method="wB97M-V/def2-TZVPD" homo_lumo_gap_ha="0.1109 / 0.3964" molar_mass_g_mol=103.4 total_energy_ha=-704.5804 s2=0.75 total_charge=0 lumo_energy_ev="-1.2 / -0.3" de_lowest_kcal_mol=2.1 spin_multiplicity=2
Li -0.430925 2.347632 -1.868889 0.366 -0.184 0.472 0.57
Li 2.257095 1.918202 1.394911 -0.397 -0.086 -0.514 0.64
Cl 0.841745 0.979152 -0.471059 0.000 0.324 0.093 -0.19
O -1.977165 1.100182 1.730041 -0.373 0.214 0.088 -0.03
H -1.112895 1.316462 1.380041 0.385 0.019 -0.182 0.01
H -2.037455 0.148302 1.649301 -0.057 -0.176 0.048 0.01
O 0.685415 -1.618968 -2.834229 0.074 -0.268 -0.163 0.00
H -0.070535 -1.424278 -3.388199 -0.178 -0.041 -0.168 -0.01
H 0.753445 -0.865638 -2.247639 0.125 0.300 0.378 0.00
O 0.438255 -1.456808 1.901951 0.059 -0.140 0.492 -0.01
H 1.061105 -1.059898 1.293061 0.080 0.079 -0.348 0.01
H -0.408085 -1.384338 1.460711 -0.084 -0.041 -0.197 0.00